Entry 1:
Below is a structure of composition C7H8N3OSSe3TeZn in a non-equilibrium geometry, with properties calculated with ωB97M-V/def2-TZVPD.

Calculated values
E: -276485.6698 eV
M: 612.1 g mol⁻¹
Multiplicity: 1
Charge: +1
Frontier orbital gap (spin up / spin down): 7.4 / 5.3 eV

CARTESIAN COORDINATES (ANGSTROEM)
1 Zn -1.9331 2.9412 0.0400
2 Se -0.5322 4.8606 0.3353
3 Se 0.0023 4.4420 2.5216
4 Te -0.0692 2.0311 2.8129
5 Se -2.1471 1.4186 1.7076
6 O -4.3279 4.0085 0.9318
7 N -4.3314 3.2753 0.0147
8 N 0.6765 1.2194 -1.0682
9 C -0.5493 0.6922 -1.3109
10 S -1.8851 1.7306 -1.8954
11 N -0.6993 -0.6101 -1.1346
12 C 0.2943 -1.5047 -0.5749
13 C 1.4064 -1.8447 -1.3318
14 C 2.3411 -2.7416 -0.8677
15 C 2.1707 -3.3175 0.3697
16 C 1.0737 -2.9827 1.1396
17 C 0.1488 -2.0273 0.6794
18 H 0.8671 2.1860 -1.1596
19 H 1.3388 0.6084 -0.5827
20 H -1.6584 -0.9350 -1.1895
21 H 1.4734 -1.3981 -2.2713
22 H 3.2088 -2.9813 -1.4177
23 H 2.7978 -4.1080 0.6519
24 H 0.9598 -3.2645 2.1941
25 H -0.6263 -1.6985 1.4058

Forces on the atoms, in the same order (eV/Å):
0.40 0.89 -1.04
-0.27 -0.03 -0.36
0.32 0.51 0.27
0.03 -0.42 0.45
-0.10 -1.20 1.26
-0.46 -2.11 -2.77
0.10 2.47 2.88
-1.07 -1.89 0.44
0.71 1.41 -0.23
1.01 -1.14 -0.21
-0.47 0.03 0.31
0.00 0.22 -0.54
-0.45 -0.12 0.57
-0.47 0.41 0.36
-1.19 -0.05 -0.05
-0.45 1.24 0.72
-0.29 -0.44 1.83
-0.02 0.85 -0.17
-0.09 0.51 -0.39
0.19 -0.05 -0.07
0.36 0.52 -1.55
0.67 -0.21 -0.78
1.05 -0.71 0.66
0.14 -0.44 -0.65
0.34 -0.24 -0.95

Quick look at the Mulliken charges, all values in e: 0.542, -0.270, 0.021, 0.388, -0.305, -0.049, 0.130, -0.275, 0.497, -0.350, 0.017, -0.554, 0.189, -0.675, -0.441, -0.671, -0.052, 0.181, 0.242, 0.299, 0.551, 0.434, 0.450, 0.336, 0.364

Entry 2:
Below is a structure of composition C26H19N7O6RuS3, with properties calculated with ωB97M-V/def2-TZVPD.

Calculated values
E: -85077.7423 eV
M: 722.8 g mol⁻¹
Multiplicity: 2
Charge: -1
Frontier orbital gap (spin up / spin down): 5.6 / 5.6 eV
Relative energy (zero: lowest compared OMol25 entry of this formula, charge and spin): 0.000 eV

CARTESIAN COORDINATES (ANGSTROEM)
1 Ru 1.6037 -0.4761 1.5845
2 C 1.7508 4.2559 -1.2753
3 C 2.8276 3.6030 -0.6914
4 C 2.6322 2.7000 0.3431
5 C 1.3437 2.4508 0.8027
6 C 0.2590 3.0993 0.2111
7 C 0.4634 3.9996 -0.8217
8 N 1.1452 1.4652 1.8006
9 C 0.3492 1.6851 2.8647
10 C -0.0741 2.9564 3.3425
11 C -0.8693 3.0367 4.4508
12 C -1.3105 1.8880 5.1505
13 C -0.9319 0.6491 4.7183
14 C -0.1093 0.5455 3.5839
15 N 0.2998 -0.6382 3.0115
16 N -0.1296 -1.7738 3.4188
17 C 0.4074 -2.8073 2.6576
18 C 0.0495 -4.1235 2.9334
19 C 0.5909 -5.1321 2.1648
20 C 1.4834 -4.8203 1.1424
21 C 1.7979 -3.4960 0.9210
22 N 1.2655 -2.5160 1.6548
23 H 1.9110 4.9499 -2.0902
24 H 3.8325 3.7870 -1.0488
25 H 3.4733 2.1752 0.7790
26 H -0.7437 2.8761 0.5563
27 H -0.3844 4.4888 -1.2846
28 H 0.2622 3.8494 2.8357
29 H -1.1629 4.0150 4.8113
30 H -1.9363 1.9946 6.0256
31 H -1.2435 -0.2537 5.2252
32 H -0.6415 -4.3139 3.7415
33 H 0.3265 -6.1630 2.3598
34 H 1.9316 -5.5890 0.5308
35 H 2.5038 -3.1836 0.1617
36 O -2.6502 -1.0607 -8.0440
37 S -2.3388 -1.9385 -6.9349
38 O -0.9272 -2.1730 -6.7136
39 O -3.1841 -3.1150 -6.8191
40 C -2.8659 -0.9856 -5.4769
41 N -4.0618 -0.3895 -5.5356
42 C -4.4528 0.2766 -4.4645
43 C -3.6883 0.3625 -3.3089
44 C -2.4747 -0.3019 -3.3444
45 N -2.0595 -0.9622 -4.4193
46 C -1.5386 -0.3230 -2.1871
47 C -0.1863 -0.5662 -2.3956
48 C 0.6721 -0.5965 -1.3143
49 N 0.2458 -0.4163 -0.0573
50 C -1.0556 -0.1856 0.1494
51 C -1.9705 -0.1281 -0.8792
52 H -5.4198 0.7670 -4.5287
53 H -4.0168 0.9288 -2.4490
54 H 0.1749 -0.7407 -3.3999
55 H 1.7356 -0.7580 -1.4334
56 H -1.3646 -0.0427 1.1771
57 H -3.0141 0.0401 -0.6528
58 O 3.2240 -0.5372 0.2451
59 S 4.4455 -0.5844 1.1596
60 O 5.2048 0.6371 1.0691
61 O 5.1717 -1.8140 1.0010
62 S 3.4223 -0.5773 2.9851

Forces on the atoms, in the same order (eV/Å):
-0.05 0.09 0.20
0.00 -0.01 0.00
-0.01 0.01 -0.01
0.04 -0.01 -0.02
-0.03 0.00 0.03
-0.01 -0.03 0.04
0.02 0.01 0.00
0.04 0.05 -0.08
-0.03 0.02 0.04
0.02 -0.06 -0.03
-0.02 -0.02 0.03
0.00 0.05 0.00
0.02 -0.03 -0.02
-0.03 0.08 0.02
0.08 -0.15 -0.07
0.00 0.01 -0.02
-0.01 -0.02 0.01
-0.03 0.01 0.02
0.03 0.00 -0.02
-0.03 0.00 0.03
0.04 -0.03 -0.04
-0.04 -0.03 0.07
0.00 0.00 0.00
0.00 -0.01 0.01
-0.02 0.00 0.01
-0.01 0.01 -0.01
0.00 0.00 0.00
0.01 0.00 -0.01
0.00 0.00 0.00
0.00 0.01 0.00
0.01 -0.01 -0.02
0.00 -0.01 0.00
0.00 0.00 0.00
0.01 0.01 -0.01
0.00 0.02 0.01
0.00 0.01 0.01
0.04 -0.07 -0.08
-0.01 0.00 0.00
0.01 0.01 0.00
-0.03 0.10 0.16
0.00 -0.03 -0.07
0.00 0.00 0.01
0.00 -0.01 -0.01
0.09 -0.01 0.09
-0.03 -0.02 -0.09
-0.05 0.00 -0.03
0.02 -0.01 -0.01
0.02 0.02 -0.01
-0.06 -0.03 -0.04
-0.02 0.01 -0.03
0.00 0.01 -0.01
0.00 0.01 0.02
-0.03 0.01 -0.02
0.00 0.00 0.00
0.00 -0.01 0.01
-0.01 0.00 0.00
0.00 0.00 0.02
0.01 -0.02 0.12
0.23 0.31 -0.05
0.01 -0.12 -0.03
-0.09 -0.08 0.01
-0.10 -0.06 -0.14

Quick look at the Mulliken charges, all values in e: -0.359, -0.416, -0.796, -0.410, -0.205, 0.459, -0.951, 0.423, 0.713, -0.906, -0.594, -0.607, -0.851, 0.368, 1.769, -1.490, 0.149, -0.648, -0.199, -0.906, -0.198, 0.445, 0.402, 0.441, 0.347, 0.498, 0.378, 0.493, 0.406, 0.392, 0.465, 0.523, 0.389, 0.413, 0.491, -0.682, 1.187, -0.668, -0.688, 0.093, -0.476, -0.318, -0.718, 0.207, -0.370, 1.426, -0.935, -0.831, 0.818, -0.632, -0.979, 0.407, 0.362, 0.624, 0.711, 0.431, 0.384, -0.349, 1.189, -0.664, -0.666, -0.292

Entry 3:
Below is an isolated molecule of C3H6N2OS in a non-equilibrium geometry, with properties calculated with ωB97M-V/def2-TZVPD.

Calculated values
E: -19068.8200 eV
M: 118.2 g mol⁻¹
Multiplicity: 1
Frontier orbital gap: 9.6 eV
Relative energy (zero: lowest compared OMol25 entry of this formula, charge and spin): 3.347 eV

CARTESIAN COORDINATES (ANGSTROEM)
1 C 0.5999 -0.0019 0.2511
2 C -0.9561 -1.5477 -0.1458
3 C 1.7753 0.8454 0.4239
4 N 0.2141 -1.1020 0.3907
5 N -0.5177 1.0634 -0.5128
6 O -2.5934 0.3754 0.7926
7 S -1.9844 0.1031 -0.5351
8 H -0.7474 -1.9412 -1.1479
9 H -1.5158 -2.2781 0.4526
10 H 1.7608 1.4575 -0.4789
11 H 2.7300 0.3583 0.7321
12 H 1.4452 1.5172 1.2451
13 H -0.2105 1.1505 -1.4675

Forces on the atoms, in the same order (eV/Å):
-0.29 6.23 -2.39
-2.04 0.22 -1.79
0.26 0.28 1.52
0.64 -4.40 1.76
-0.49 -2.99 1.34
-0.20 -0.04 -0.80
1.41 0.16 1.82
-0.09 -0.33 0.17
-0.02 0.57 -0.10
0.88 0.00 0.19
-0.80 0.28 -0.63
0.50 -0.07 -0.42
0.23 0.09 -0.68

Quick look at the Mulliken charges, all values in e: 0.622, -0.467, -0.969, -0.346, -0.540, -0.570, 0.439, 0.306, 0.335, 0.306, 0.305, 0.291, 0.286

Entry 4:
Below is a structure of composition Br2H4OSi2 in a non-equilibrium geometry, with properties calculated with ωB97M-V/def2-TZVPD.

Calculated values
E: -157952.7361 eV
M: 236.0 g mol⁻¹
Multiplicity: 1
Frontier orbital gap: 9.0 eV
Relative energy (zero: lowest compared OMol25 entry of this formula, charge and spin): 3.975 eV

CARTESIAN COORDINATES (ANGSTROEM)
1 O 0.6712 0.8378 0.8205
2 Si -1.0703 1.0238 -1.0761
3 Si 1.4821 -0.3770 1.0968
4 Br -0.8005 3.2078 -0.5018
5 Br -0.5194 -1.2257 -1.0707
6 H -0.7222 0.7545 -2.5210
7 H -2.4256 0.8580 -0.5229
8 H 2.6215 -0.2839 0.1734
9 H 1.2815 -1.4973 1.9887

Forces on the atoms, in the same order (eV/Å):
-2.42 2.41 0.14
0.12 0.14 -0.19
1.29 -1.21 -1.52
0.26 -0.72 -0.37
0.52 -0.95 0.87
-0.48 1.46 0.42
0.11 -0.06 -0.25
0.57 -0.81 0.44
0.02 -0.26 0.46

Quick look at the Mulliken charges, all values in e: -0.212, 0.605, 0.362, -0.217, -0.320, -0.059, -0.065, -0.045, -0.049

Entry 5:
Below is an isolated molecule of C15H23N5O3 in a non-equilibrium geometry, with properties calculated with ωB97M-V/def2-TZVPD.

Calculated values
E: -29519.5935 eV
M: 321.4 g mol⁻¹
Multiplicity: 1
Frontier orbital gap: 9.0 eV
Relative energy (zero: lowest compared OMol25 entry of this formula, charge and spin): 3.437 eV

CARTESIAN COORDINATES (ANGSTROEM)
1 C -2.0039 2.2754 -1.0550
2 C -2.6385 1.0444 -0.4265
3 C -1.0577 3.1807 -0.1985
4 C -0.0930 2.5811 0.7732
5 C -0.3973 1.6124 1.7441
6 C 1.2708 2.8915 0.6806
7 C 0.4829 1.0861 2.6240
8 C 2.2768 2.1921 1.4756
9 C 1.9100 1.2304 2.4052
10 C -1.2647 -0.3840 -2.1279
11 C -1.6621 -1.8431 -2.7592
12 C 0.1831 -0.4697 -1.5324
13 C 0.6478 -1.4909 -0.5053
14 C 1.9500 -1.2398 0.2601
15 C 3.3173 -2.4645 1.9453
16 H -3.7561 3.3539 -1.0485
17 H -3.2799 2.9229 -2.6400
18 H -1.4286 1.9710 -1.9660
19 H -1.6794 3.8241 0.2889
20 H -0.4364 3.7893 -0.9951
21 H -1.4384 1.2804 1.8462
22 H 1.7013 3.7341 0.0892
23 H 0.1765 0.4853 3.4054
24 H 3.2708 2.5285 1.3706
25 H 2.7709 0.8481 2.9546
26 H -2.8353 -0.8862 -0.7094
27 H -1.3446 0.3557 -2.8554
28 H 0.8219 -0.4604 -2.3660
29 H 0.2345 0.4465 -0.8654
30 H 0.8042 -2.4300 -0.9822
31 H -0.1069 -1.7266 0.2438
32 H 1.8871 -0.3976 0.8899
33 H 2.7301 -0.9983 -0.4585
34 H 1.4222 -2.9684 1.1328
35 H 4.3942 -1.7208 3.2983
36 H 4.2789 -4.0623 2.6321
37 H 3.9646 -4.2404 1.0291
38 H -2.5259 -3.5019 -2.4305
39 N -3.0212 3.1518 -1.6275
40 N -2.3342 -0.0672 -1.1112
41 N 2.2281 -2.3498 1.0105
42 N 3.6897 -1.4073 2.6131
43 N 3.6143 -3.8219 1.9765
44 O -3.4285 1.0016 0.5202
45 O -1.2588 -2.2968 -3.8018
46 O -2.3616 -2.6920 -1.9326

Forces on the atoms, in the same order (eV/Å):
0.63 1.01 -0.99
0.00 0.42 0.34
2.00 -0.88 -2.68
2.16 -0.79 -0.45
-2.22 0.45 -0.36
1.65 -0.25 0.99
3.97 -0.09 -1.10
-3.09 0.77 -0.83
-0.90 2.04 0.06
-1.50 -3.61 2.66
0.73 -0.36 0.21
-1.27 1.86 2.36
-0.64 -0.97 0.08
-0.72 2.30 -1.92
-2.74 1.64 -1.10
-2.29 0.37 1.48
0.23 0.38 2.47
-0.27 0.03 1.10
-1.74 2.03 1.38
-1.35 -1.00 1.66
0.28 0.41 0.06
-0.85 -0.80 0.09
-0.81 -1.32 1.37
1.09 0.01 -0.16
-0.97 -0.55 0.29
0.72 0.73 -0.54
0.30 0.79 -1.61
1.19 0.37 -0.94
0.28 -0.18 -1.49
0.12 -1.05 -0.68
-0.44 0.39 0.12
-0.40 1.32 0.43
0.41 -0.13 -0.26
1.06 -0.05 0.22
0.09 0.42 -0.47
1.65 -0.56 1.91
-1.36 1.37 2.22
0.17 -0.07 -0.19
1.92 -0.75 -3.68
0.04 -2.94 -0.14
1.24 -2.82 1.40
0.29 -2.69 -0.29
0.52 -0.75 -2.76
0.74 0.59 -0.88
-0.04 1.23 0.28
0.10 1.64 0.35

Quick look at the Mulliken charges, all values in e: 1.045, -0.029, -1.349, 0.542, 0.080, -0.420, -0.920, -0.413, -0.687, -0.578, 0.202, 0.154, -1.107, 0.648, 0.196, 0.207, 0.245, -0.051, 0.466, 0.163, 0.425, 0.268, 0.480, 0.484, 0.521, 0.245, 0.809, 0.624, -0.492, 0.523, 0.507, -0.731, 0.229, 0.284, 0.183, 0.256, 0.252, 0.343, -0.645, -0.045, -0.173, -0.493, -0.511, -0.703, -0.574, -0.460

Entry 6:
Below is a cluster of 2 separate species, C4H8O in total in a non-equilibrium geometry, with properties calculated with ωB97M-V/def2-TZVPD.

Calculated values
E: -6313.1534 eV
M: 72.1 g mol⁻¹
Multiplicity: 2
Charge: +1
Frontier orbital gap (spin up / spin down): 6.7 / 2.7 eV
Relative energy (zero: lowest compared OMol25 entry of this formula, charge and spin): 2.855 eV

CARTESIAN COORDINATES (ANGSTROEM)
1 C -1.7672 3.1126 0.3142
2 C -0.7948 3.1125 1.3709
3 H -1.6388 2.6122 -0.6565
4 H -2.7802 3.3659 0.5533
5 H 0.2373 2.8427 1.1919
6 H -1.1187 3.2412 2.3387
7 C 1.5750 -3.4474 -1.1467
8 C 1.0438 -2.2427 -0.7902
9 O 0.9562 -1.7915 0.5191
10 H 1.4937 -3.7932 -2.1503
11 H 2.1578 -4.1734 -0.4789
12 H 0.4745 -1.6198 -1.4987
13 H 0.1615 -1.2190 0.4332

Forces on the atoms, in the same order (eV/Å):
3.22 -1.11 3.41
-2.78 -0.82 -5.81
0.48 0.87 0.29
-0.36 0.17 0.15
-0.02 -0.04 -0.05
-0.51 0.89 1.99
2.23 -2.24 1.33
-1.61 2.26 3.10
-0.29 -1.63 -4.11
-0.24 0.06 -0.77
-1.06 1.46 -0.59
0.43 -0.39 0.13
0.52 0.51 0.94

Quick look at the Mulliken charges, all values in e: -0.466, -0.511, 0.219, 0.238, 0.253, 0.272, -0.470, 0.391, -0.271, 0.309, 0.302, 0.315, 0.418

Q: Which of these has the lowest M?
A: C4H8O